No. 1
DFT (wB97M-V/def2-TZVPD) results for 7 unconnected molecules or ions with the total composition C5H23NO8 in a non-equilibrium geometry.

Last column: natural (NBO) charge in e.
Atoms and positions in Å:
C: -1.363 1.709 3.313  -0.6328
C: -0.794 1.542 1.881  -0.2474
N: -1.773 1.117 0.890  -0.4220
C: -2.840 2.181 0.823  -0.4335
C: -1.249 1.036 -0.512  -0.3341
C: -0.553 -0.302 -0.612  0.8091
O: -0.513 -1.188 -1.461  -0.6304
O: 0.335 -0.453 0.356  -0.7433
H: -0.585 1.411 3.985  0.2217
H: -2.386 1.241 3.365  0.2165
H: -1.473 2.768 3.610  0.2018
H: -0.061 0.746 1.901  0.2317
H: -0.277 2.534 1.731  0.1625
H: -2.530 3.020 0.177  0.1836
H: -2.901 2.597 1.821  0.2057
H: -3.741 1.627 0.614  0.2122
H: -0.552 1.813 -0.897  0.2011
H: -2.060 1.080 -1.240  0.2387
H: 0.760 -1.293 0.660  0.5441
O: 1.788 0.925 -3.917  -0.9239
H: 1.111 1.547 -3.587  0.4589
H: 2.464 1.104 -3.211  0.4690
O: 1.928 -2.036 1.653  -0.9528
H: 2.273 -1.157 1.909  0.5035
H: 1.891 -2.453 2.522  0.4854
O: 3.646 0.361 1.083  -0.9805
H: 3.096 0.540 0.302  0.5051
H: 4.468 -0.013 0.766  0.4720
O: 2.396 0.072 -1.423  -0.9777
H: 1.626 0.277 -1.970  0.4906
H: 2.906 -0.588 -1.917  0.4928
O: -4.406 -1.460 -0.077  -0.9254
H: -3.558 -1.925 -0.141  0.4664
H: -4.122 -0.912 0.671  0.4604
O: 1.531 -2.923 -1.676  -0.9854
H: 2.324 -2.688 -1.168  0.4607
H: 0.820 -2.255 -1.607  0.4957

The largest force on an atom comes out at 3.8 eV/A. The spin multiplicity is 1. The LUMO energy comes out at 0.12 eV. The energy above the lowest of the compared OMol25 structures with the same formula, charge and spin is 70.0 kcal per mole. As for the charge: 0. The value obtained for the frontier orbital gap is 0.3607 Ha.

***

No. 2
DFT (wB97M-V/def2-TZVPD) results for a molecular structure, C9H10AuN2O4 in a non-equilibrium geometry.

Last column: natural (NBO) charge in e.
Atoms and positions in Å:
Au: 0.003 0.000 -1.256  1.0474
O: 0.137 2.861 0.230  -0.2752
C: 0.092 1.980 -0.508  0.4646
C: -0.094 -1.964 -0.674  0.4568
O: -0.141 -2.926 -0.067  -0.2573
C: 1.973 -0.090 -0.716  0.4650
O: 2.958 -0.135 -0.121  -0.2550
C: -1.968 0.099 -0.769  0.4630
O: -2.977 0.145 -0.202  -0.2538
C: 0.033 0.673 -4.549  -0.3975
H: -0.876 1.292 -4.520  0.2267
H: 0.996 1.206 -4.499  0.2262
C: -0.031 -0.673 -4.609  -0.3680
H: 0.880 -1.290 -4.616  0.2280
H: -0.997 -1.197 -4.636  0.2283
C: 0.870 0.949 5.399  -0.4389
N: 0.004 0.019 4.666  -0.0757
C: -0.842 -0.905 5.386  -0.4737
C: -0.017 -0.019 3.334  0.4740
N: 0.014 0.028 2.148  -0.2508
H: 0.703 0.791 6.469  0.2818
H: 0.602 1.977 5.132  0.2930
H: 1.916 0.775 5.150  0.2941
H: -1.920 -0.745 5.176  0.3052
H: -0.604 -1.972 5.193  0.3073
H: -0.706 -0.736 6.476  0.2845

The largest force on an atom comes out at 7.5 eV/A. The spin multiplicity is 3. The LUMO energy (spin up / spin down) comes out at -12.30 / -14.45 eV. As for the charge: +3. The value obtained for the frontier orbital gap (spin up / spin down) is 0.2609 / 0.1812 Ha.

***

No. 3
DFT (wB97M-V/def2-TZVPD) results for 17 unconnected molecules or ions with the total composition C56H160N14O17 in a non-equilibrium geometry.

Last column: Löwdin charge in e.
Atoms and positions in Å:
O: -2.503 0.134 2.554  -0.0462
H: -2.045 0.460 3.329  0.0318
H: -1.900 0.302 1.830  -0.0112
O: 0.198 4.967 -0.379  -0.0399
H: -0.073 5.869 -0.208  0.0485
H: 1.067 5.048 -0.773  0.0586
O: 1.501 2.338 -3.003  -0.0695
H: 0.621 2.326 -2.625  -0.0370
H: 1.894 3.145 -2.671  0.0380
C: -3.603 -3.824 7.386  -0.0550
C: -2.305 -4.698 7.132  -0.3835
C: -1.053 -3.813 6.900  -0.1944
O: -1.245 -2.727 6.009  -0.1876
C: -0.128 -2.054 5.594  -0.1201
N: -2.128 -5.567 8.319  0.0346
H: -3.941 -3.427 6.429  0.0674
H: -3.502 -2.947 8.025  0.0691
H: -4.428 -4.323 7.895  0.0670
H: -2.448 -5.289 6.227  0.1109
H: -0.251 -4.454 6.534  0.1031
H: -0.758 -3.388 7.859  0.1250
H: -0.478 -1.285 4.905  0.0814
H: 0.512 -2.721 5.018  0.0752
H: 0.330 -1.684 6.511  0.0986
H: -1.197 -5.941 8.200  0.0579
H: -1.944 -4.981 9.121  0.0644
C: 4.942 -2.850 6.267  -0.0512
C: 3.608 -2.948 5.410  -0.3380
C: 3.186 -1.476 5.036  -0.1734
O: 2.743 -0.770 6.226  -0.2095
C: 2.254 0.547 6.066  -0.1114
N: 3.977 -3.824 4.270  0.0735
H: 5.796 -2.562 5.654  0.0488
H: 5.314 -3.717 6.813  0.0673
H: 4.884 -2.158 7.108  0.0667
H: 2.767 -3.327 5.991  0.1178
H: 2.452 -1.338 4.242  0.0947
H: 4.004 -0.949 4.546  0.1045
H: 1.822 0.989 6.964  0.0884
H: 1.420 0.520 5.365  0.0633
H: 3.021 1.246 5.731  0.0869
H: 4.678 -3.394 3.684  0.0457
H: 3.178 -3.931 3.661  0.0206
C: 1.867 -7.204 3.940  -0.0697
C: 0.847 -6.108 4.302  -0.3699
C: 0.640 -5.145 3.039  -0.1676
O: 1.876 -4.613 2.559  -0.2281
C: 1.716 -3.704 1.522  -0.1011
N: -0.414 -6.819 4.685  0.0473
H: 1.561 -7.820 3.094  0.0772
H: 2.064 -7.879 4.774  0.0767
H: 2.833 -6.785 3.658  0.0698
H: 1.282 -5.542 5.126  0.1129
H: -0.070 -4.337 3.214  0.0973
H: 0.119 -5.699 2.258  0.1161
H: 2.707 -3.511 1.110  0.0929
H: 1.201 -2.814 1.884  0.0832
H: 1.123 -4.106 0.701  0.0845
H: -0.701 -7.458 3.958  0.0665
H: -1.183 -6.170 4.773  0.0384
C: -8.514 1.775 -2.228  -0.0615
C: -7.762 0.684 -1.488  -0.4783
C: -6.604 1.261 -0.656  -0.1496
O: -5.877 0.154 -0.089  -0.1828
C: -4.711 0.561 0.503  -0.1542
N: -8.740 -0.004 -0.733  0.0394
H: -9.275 2.232 -1.595  0.0801
H: -9.185 1.338 -2.967  0.0768
H: -7.770 2.470 -2.617  0.0699
H: -7.366 -0.023 -2.217  0.1177
H: -6.943 1.848 0.197  0.1375
H: -6.027 1.868 -1.354  0.0969
H: -4.077 -0.301 0.711  0.0739
H: -4.859 1.055 1.463  0.0912
H: -4.050 1.192 -0.091  0.0681
H: -9.395 -0.567 -1.257  0.0823
H: -8.200 -0.680 -0.212  0.0698
C: 5.818 -2.706 -2.083  -0.0542
C: 4.687 -3.696 -2.414  -0.4094
C: 3.400 -2.947 -2.646  -0.2510
O: 2.997 -2.382 -1.454  -0.1803
C: 1.700 -1.724 -1.493  -0.0428
N: 5.060 -4.546 -3.567  0.0376
H: 6.807 -3.140 -1.941  0.0798
H: 5.540 -2.110 -1.213  0.0479
H: 5.857 -1.919 -2.836  0.0715
H: 4.712 -4.395 -1.578  0.1384
H: 2.645 -3.566 -3.129  0.1170
H: 3.478 -2.184 -3.420  0.1080
H: 1.607 -0.941 -2.245  0.0766
H: 1.467 -1.184 -0.575  0.0655
H: 0.904 -2.463 -1.594  0.0717
H: 4.430 -5.330 -3.654  0.0640
H: 4.904 -3.988 -4.394  0.0626
C: -1.684 0.461 -1.577  -0.0195
C: -1.156 1.687 -0.804  -0.3758
C: 0.013 1.358 0.105  -0.1484
O: -0.287 0.295 1.032  -0.2137
C: 0.665 0.182 2.044  -0.1111
N: -0.865 2.698 -1.817  0.0725
H: -2.591 0.639 -2.153  0.0718
H: -1.948 -0.363 -0.914  0.0665
H: -0.888 0.062 -2.206  0.0723
H: -1.938 2.078 -0.153  0.1163
H: 0.337 2.255 0.632  0.1190
H: 0.849 1.060 -0.528  0.1105
H: 0.777 1.158 2.516  0.0880
H: 1.608 -0.234 1.687  0.0838
H: 0.343 -0.423 2.892  0.0676
H: -1.720 2.989 -2.269  0.0520
H: -0.654 3.518 -1.266  0.0414
C: -3.513 4.614 1.034  -0.0496
C: -3.206 6.081 1.332  -0.4596
C: -4.418 6.990 1.175  -0.1728
O: -5.076 6.880 -0.116  -0.1785
C: -6.120 7.806 -0.215  -0.1392
N: -2.568 6.267 2.604  0.0634
H: -2.696 3.980 1.380  0.0635
H: -3.709 4.434 -0.023  0.0607
H: -4.285 4.199 1.682  0.0835
H: -2.514 6.329 0.528  0.1204
H: -4.144 8.036 1.314  0.1217
H: -5.160 6.643 1.893  0.1342
H: -7.065 7.435 0.181  0.0824
H: -6.359 8.073 -1.244  0.0881
H: -5.998 8.696 0.403  0.0806
H: -2.631 7.257 2.798  0.0724
H: -1.581 6.076 2.508  0.0388
C: 3.072 7.699 3.185  -0.0749
C: 1.599 7.887 3.189  -0.4695
C: 0.922 6.902 4.178  -0.1676
O: 1.349 5.522 4.096  -0.2060
C: 0.943 4.791 2.910  -0.0843
N: 1.100 9.256 3.326  0.0478
H: 3.633 8.086 2.334  0.0818
H: 3.360 6.647 3.201  0.0796
H: 3.446 8.130 4.113  0.0851
H: 1.347 7.509 2.198  0.1120
H: -0.167 6.912 4.126  0.1068
H: 1.240 7.208 5.174  0.1265
H: 1.102 5.361 1.994  0.0532
H: -0.094 4.498 3.069  0.0816
H: 1.608 3.937 2.782  0.0842
H: 1.634 9.831 2.690  0.0681
H: 1.327 9.644 4.231  0.0684
C: 8.653 -1.875 3.983  -0.0518
C: 7.819 -2.953 3.253  -0.4493
C: 6.912 -2.316 2.158  -0.2062
O: 6.026 -1.396 2.738  -0.1864
C: 5.310 -0.763 1.722  -0.1293
N: 8.783 -3.791 2.631  0.0228
H: 7.936 -1.462 4.692  0.0669
H: 9.126 -1.132 3.341  0.0837
H: 9.460 -2.300 4.581  0.0716
H: 7.236 -3.515 3.982  0.1234
H: 6.325 -3.075 1.641  0.1200
H: 7.568 -1.867 1.411  0.1279
H: 4.777 -1.381 1.000  0.0772
H: 5.974 -0.067 1.209  0.0862
H: 4.509 -0.147 2.132  0.0803
H: 8.282 -4.565 2.218  0.0750
H: 9.232 -4.228 3.423  0.0750
C: 5.779 2.622 -5.379  -0.0672
C: 4.899 2.848 -4.164  -0.4365
C: 5.640 2.686 -2.845  -0.2176
O: 4.784 2.559 -1.728  -0.1794
C: 4.488 1.156 -1.506  -0.0702
N: 4.290 4.191 -4.317  0.0416
H: 6.213 1.622 -5.381  0.0731
H: 6.668 3.237 -5.236  0.0780
H: 5.328 2.789 -6.357  0.0817
H: 4.004 2.225 -4.169  0.0918
H: 6.016 3.682 -2.611  0.1248
H: 6.530 2.060 -2.912  0.1298
H: 5.299 0.696 -0.941  0.0694
H: 4.351 0.730 -2.500  0.0780
H: 3.641 0.997 -0.839  0.0774
H: 3.727 4.234 -5.154  0.0554
H: 5.083 4.765 -4.567  0.0583
C: -1.018 -3.759 -3.673  -0.0583
C: -0.660 -4.876 -2.700  -0.4498
C: -1.363 -4.811 -1.324  -0.1956
O: -1.157 -3.601 -0.631  -0.2095
C: -1.908 -3.432 0.567  -0.0773
N: -0.898 -6.130 -3.334  0.0330
H: -1.111 -2.747 -3.279  0.0612
H: -2.012 -3.991 -4.055  0.0791
H: -0.329 -3.671 -4.514  0.0717
H: 0.406 -4.818 -2.480  0.1236
H: -1.086 -5.675 -0.719  0.1214
H: -2.437 -4.924 -1.474  0.1147
H: -1.282 -3.637 1.435  0.0631
H: -2.897 -3.889 0.612  0.0932
H: -2.183 -2.379 0.625  0.0695
H: -0.464 -6.159 -4.246  0.0760
H: -1.879 -6.147 -3.572  0.0706
C: -7.920 -3.201 -5.091  -0.0694
C: -7.470 -3.850 -3.820  -0.4456
C: -6.591 -3.056 -2.804  -0.2172
O: -5.419 -2.634 -3.422  -0.1826
C: -4.437 -1.972 -2.533  -0.0345
N: -8.707 -4.339 -3.183  0.0240
H: -7.006 -2.880 -5.591  0.0754
H: -8.284 -2.225 -4.769  0.0778
H: -8.621 -3.769 -5.704  0.0837
H: -6.841 -4.696 -4.098  0.1265
H: -6.324 -3.731 -1.991  0.1217
H: -7.190 -2.249 -2.382  0.1065
H: -4.922 -1.170 -1.978  0.0644
H: -3.633 -1.477 -3.078  0.0768
H: -4.015 -2.689 -1.829  0.0783
H: -8.933 -5.177 -3.700  0.0661
H: -8.504 -4.763 -2.289  0.0598
C: 0.193 5.197 -4.424  -0.0380
C: -0.900 4.106 -4.763  -0.3981
C: -2.243 4.426 -4.040  -0.1762
O: -2.949 3.202 -3.901  -0.2171
C: -4.163 3.322 -3.221  -0.1167
N: -0.912 3.958 -6.230  0.0436
H: 1.167 5.164 -4.912  0.0688
H: 0.286 5.087 -3.344  0.0486
H: -0.160 6.198 -4.675  0.0722
H: -0.524 3.151 -4.398  0.0873
H: -2.794 5.083 -4.713  0.1305
H: -2.152 4.766 -3.008  0.1145
H: -4.866 4.030 -3.659  0.0933
H: -4.047 3.812 -2.254  0.0682
H: -4.660 2.371 -3.028  0.0801
H: -1.049 4.890 -6.594  0.0670
H: -1.674 3.372 -6.540  0.0724
C: 2.673 -0.337 -5.613  -0.0561
C: 1.510 0.564 -6.051  -0.4225
C: 0.202 0.037 -5.229  -0.1967
O: -0.235 -1.224 -5.577  -0.1831
C: -0.654 -1.316 -6.927  -0.1005
N: 1.854 1.880 -5.769  0.0543
H: 2.362 -1.378 -5.533  0.0715
H: 3.097 -0.009 -4.664  0.0550
H: 3.500 -0.235 -6.315  0.0765
H: 1.397 0.417 -7.126  0.1216
H: -0.564 0.811 -5.292  0.1092
H: 0.505 0.127 -4.186  0.0945
H: -1.463 -0.612 -7.121  0.0917
H: -1.152 -2.253 -7.172  0.0832
H: 0.117 -1.292 -7.697  0.0849
H: 1.016 2.441 -5.842  0.0408
H: 2.108 2.019 -4.802  0.0172

The largest force on an atom comes out at 3.4 eV/A. The spin multiplicity is 1. The LUMO energy comes out at -0.16 eV. The energy above the lowest of the compared OMol25 structures with the same formula, charge and spin is 67.4 kcal per mole. As for the charge: 0. The value obtained for the frontier orbital gap is 0.3025 Ha.